[1]
The following is a quantum chemistry calculation of 5 unconnected molecules or ions with the total composition C19H39BN6O9P at a distorted geometry, from the OMol25 dataset.

Each line ends with the Löwdin charge.
Geometry (Å):
C  3.46564  -3.17470  -1.01205  0.026
B  4.30135  -2.08326  -1.74870  -0.502
O  5.49145  -1.58525  -1.33492  0.188
C  3.84310  -1.50409  -3.17285  0.020
C  4.52902  -1.89412  -4.34147  -0.028
C  5.68952  -2.85846  -4.23780  -0.496
O  5.47814  -4.02736  -4.29638  0.201
O  6.91161  -2.33198  -4.11204  0.174
C  4.13680  -1.44313  -5.60774  0.063
C  3.04504  -0.61116  -5.70149  0.006
N  2.40995  -0.22741  -4.57955  0.117
C  2.76824  -0.63455  -3.33770  -0.146
P  1.70906  -0.04525  -1.98275  0.489
N  0.45634  -0.91586  -1.87450  -0.090
O  1.36759  1.44456  -2.45362  -0.130
O  2.74116  0.10874  -0.79057  -0.134
H  2.77403  -3.67243  -1.69492  0.082
H  4.10412  -3.94724  -0.57906  0.083
H  2.85205  -2.74927  -0.21462  0.076
H  5.76886  -1.93906  -0.48068  0.133
H  6.89254  -1.38761  -3.90802  0.137
H  4.65667  -1.73384  -6.50989  0.146
H  2.66024  -0.23955  -6.64101  0.149
H  1.59930  0.37717  -4.66683  0.170
H  0.30137  -1.36707  -0.98092  0.029
H  2.14549  1.95155  -2.72853  0.097
H  2.31559  0.08829  0.08946  0.085
C  -3.82836  -3.24492  -2.39572  -0.355
O  -3.04885  -4.01215  -1.86659  0.012
N  -3.50541  -2.43247  -3.42280  -0.200
C  -4.45574  -1.52085  -4.02173  -0.062
C  -2.14363  -2.49442  -3.92499  -0.052
H  -4.87803  -3.14334  -2.07295  0.133
H  -4.59921  -1.74621  -5.08053  0.089
H  -4.11515  -0.48714  -3.92919  0.087
H  -5.41466  -1.61490  -3.51644  0.083
H  -1.92275  -3.50078  -4.28377  0.093
H  -1.44151  -2.25472  -3.12733  0.055
H  -2.02959  -1.78322  -4.74073  0.080
C  2.14713  2.35894  2.22159  -0.311
O  1.99441  1.19394  1.86360  -0.020
N  2.25393  3.37307  1.34807  -0.174
C  2.46640  4.75506  1.72599  -0.049
C  2.12932  2.96475  -0.03028  -0.066
H  2.21574  2.65786  3.27546  0.147
H  1.63032  5.36921  1.39422  0.084
H  3.39205  5.13669  1.28936  0.091
H  2.52170  4.82676  2.80827  0.090
H  1.14413  2.51658  -0.16517  0.091
H  2.88076  2.20192  -0.22809  0.069
H  2.25077  3.79637  -0.72288  0.099
C  -1.15773  4.20673  2.36454  -0.359
O  -0.29068  4.66905  3.08860  -0.007
N  -2.05027  3.28110  2.73714  -0.184
C  -3.06066  2.77259  1.83308  -0.052
C  -2.00808  2.75939  4.09723  -0.031
H  -1.27995  4.52671  1.31323  0.132
H  -4.06052  2.97494  2.22074  0.093
H  -2.95236  1.69419  1.70671  0.090
H  -2.95886  3.25695  0.86292  0.079
H  -2.13672  3.57311  4.81220  0.095
H  -1.04492  2.28709  4.28863  0.094
H  -2.79328  2.02198  4.22003  0.049
C  -3.91766  -1.01732  4.72598  -0.337
O  -3.19010  -0.07932  4.44244  -0.011
N  -4.46810  -1.20535  5.93487  -0.194
C  -5.32436  -2.33778  6.22736  -0.054
C  -4.18852  -0.23488  6.98144  -0.034
H  -4.18280  -1.80076  3.99789  0.135
H  -6.31717  -2.00271  6.53182  0.091
H  -4.90084  -2.94512  7.02880  0.092
H  -5.42363  -2.95642  5.33802  0.083
H  -4.52700  0.75757  6.68362  0.093
H  -3.11755  -0.18036  7.17609  0.094
H  -4.70625  -0.53506  7.88843  0.087

Charge: +1
Gap between HOMO and LUMO, eV: 6.203
Highest occupied orbital energy, eV: -10.71


[2]
The following is a quantum chemistry calculation of 2 unconnected molecules or ions with the total composition C3H4NO3 at a distorted geometry, from the OMol25 dataset.

Each line ends with the Löwdin charge.
Geometry (Å):
C  0.98504  1.25067  -0.18039  -0.336
C  0.11301  -0.70824  -1.40433  -0.327
C  0.32306  -0.03857  -0.13252  -0.396
N  0.07920  -0.61244  1.02037  0.079
O  -2.06319  -0.38535  1.88198  -0.111
O  -0.33058  -1.83284  -1.56488  -0.045
O  1.29663  1.98034  0.74142  -0.039
H  1.25347  1.55376  -1.22434  0.089
H  0.46257  -0.12788  -2.29312  0.090
H  -0.34870  -1.52797  0.90171  0.027
H  -1.77052  0.44851  2.25411  -0.032

Charge: -1
Gap between HOMO and LUMO (spin up / spin down), eV: 6.419 / 7.011
Spin multiplicity: 3
Highest occupied orbital energy (spin up / spin down), eV: -2.28 / -4.67


[3]
The following is a quantum chemistry calculation of a molecular structure, C13H17N3O4Sn, from the OMol25 dataset.

Each line ends with the Löwdin charge.
Geometry (Å):
Sn  0.47767  0.18864  -0.74772  1.261
O  -5.27222  -2.20198  1.57193  -0.003
C  -5.03240  -2.83712  0.52382  -0.726
O  -5.60206  -3.75336  -0.06475  0.017
C  -3.71646  -2.31906  -0.04594  -0.077
C  -2.51666  -2.98254  0.22342  0.018
C  -1.32479  -2.34650  -0.01719  -0.124
N  -1.27940  -1.10885  -0.53330  -0.106
C  -2.42550  -0.50220  -0.90244  -0.215
C  -3.64995  -1.07692  -0.68876  0.080
C  -2.28119  0.90352  -1.45699  -0.587
O  -3.23264  1.51192  -1.86549  0.124
O  -1.05105  1.38900  -1.38685  -0.284
H  -2.52832  -3.96639  0.67198  0.132
H  -0.37191  -2.80162  0.22851  0.114
H  -4.54364  -0.52905  -0.95331  0.147
C  -1.79052  2.23026  5.06217  -0.060
C  -1.62628  2.85027  3.68113  -0.189
N  -1.16037  1.91779  2.64561  -0.051
C  -2.18468  1.09607  1.98498  -0.160
C  -2.37599  -0.26426  2.63602  -0.033
C  0.12364  1.78504  2.35151  -0.383
C  1.12186  2.55877  3.17539  0.009
N  0.58317  1.02109  1.36924  -0.054
H  -2.03538  3.01263  5.78106  0.083
H  -0.87562  1.73820  5.39452  0.075
H  -2.59370  1.49746  5.08175  0.068
H  -0.94715  3.69826  3.72288  0.108
H  -2.58113  3.24306  3.33332  0.125
H  -1.89002  0.99879  0.94887  0.067
H  -3.11174  1.66813  1.99198  0.136
H  -1.46060  -0.85488  2.57514  0.077
H  -3.18874  -0.81047  2.15253  0.067
H  -2.65058  -0.16829  3.68489  0.068
H  1.09470  3.61268  2.89454  0.103
H  2.12762  2.18946  2.99305  0.087
H  0.91394  2.48625  4.24026  0.081
H  1.59478  1.04549  1.42814  0.004

Gap between HOMO and LUMO, eV: 7.586
Highest occupied orbital energy, eV: -8.08


[4]
The following is a quantum chemistry calculation of C4H6N2O in the gas phase at a distorted geometry, from the OMol25 dataset.

Each line ends with the Löwdin charge.
Geometry (Å):
N  -1.84699  0.52897  -0.01476  0.069
C  -0.44485  0.36140  0.03924  -0.336
C  0.62928  1.25614  0.10559  -0.057
C  1.79597  0.52147  -0.10417  -0.088
N  1.35997  -0.90974  -0.25616  0.096
C  0.03970  -0.91072  -0.04524  -0.401
O  -0.72423  -2.00446  0.16183  0.080
H  -2.14855  0.20766  -0.93033  0.093
H  -2.08779  1.50710  0.06359  0.080
H  0.43852  2.31642  0.30742  0.109
H  2.72149  0.57968  0.43943  0.079
H  1.77345  -1.84788  -0.36369  0.164
H  -1.50598  -1.60603  0.59725  0.113

Structure (SMILES): Nc1cc[nH]c1O
Gap between HOMO and LUMO, eV: 8.131
Highest occupied orbital energy, eV: -7.25


[5]
The following is a quantum chemistry calculation of a molecular structure, C2H3CuLiO2 at a distorted geometry, from the OMol25 dataset.

Each line ends with the Löwdin charge.
Geometry (Å):
O  -1.19493  -0.99798  0.18253  -0.290
C  -1.23488  0.21930  -0.44468  -0.208
C  0.85283  0.41007  -0.42844  -0.230
O  1.00790  1.30284  0.51958  -0.313
Cu  1.25244  -2.40186  0.22221  0.260
H  -2.20196  0.62721  -0.08942  0.065
H  -1.25292  0.95726  -1.27547  0.075
H  1.91838  0.09036  -0.54306  0.012
Li  0.85315  -0.20721  1.85675  0.629

Gap between HOMO and LUMO (spin up / spin down), eV: 6.688 / 5.665
Spin multiplicity: 2
Highest occupied orbital energy (spin up / spin down), eV: -7.12 / -7.10


[6]
The following is a quantum chemistry calculation of 2 unconnected molecules or ions with the total composition C3H6NO2 at a distorted geometry, from the OMol25 dataset.

Each line ends with the Löwdin charge.
Geometry (Å):
C  2.48749  1.59088  0.25875  -0.033
C  1.75719  0.79561  -0.63154  -0.315
N  2.02527  -0.56887  -0.87080  -0.023
H  3.39804  1.36114  0.86423  0.039
H  1.97978  2.54300  0.49844  0.027
H  0.93026  1.32256  -1.17174  0.094
H  1.30696  -1.10897  -0.35437  0.068
H  1.97927  -0.89379  -1.84352  0.065
O  -3.14263  -1.20324  0.71066  -0.166
C  -2.25137  -0.33530  0.44370  -0.652
O  -1.00066  -0.32730  0.17095  -0.170
H  -2.58470  0.69536  0.62425  0.067

Charge: -1
Gap between HOMO and LUMO, eV: 7.985
Highest occupied orbital energy, eV: -3.87


Q: Which formula does entry 4 have?
A: C4H6N2O